Record 1
# C21H19AlBrClF3N7O3S3Se

A structure of composition C21H19AlBrClF3N7O3S3Se at a distorted geometry (ωB97M-V/def2-TZVPD, the OMol25 dataset).

For the LUMO energy, the calculation gives -1.19 eV. Its electronic energy is -233828.8178 eV. The total charge is 0. As for the HOMO energy: -7.30 eV. As for the strongest force on any atom: 1.392 eV/Å. The value obtained for the relative energy (zero: lowest compared OMol25 entry of this formula, charge and spin) is 60.1 kJ/mol.

CARTESIAN COORDINATES (ANGSTROEM)
Al 0.021 -0.023 0.101
O -2.278 -1.408 2.726
S -0.874 -1.034 2.988
O -0.241 -0.901 1.568
O -0.126 -2.054 3.667
S -0.722 0.724 3.832
Se -3.047 0.957 1.244
N -2.039 0.433 -0.136
C -2.821 0.471 -1.255
C -2.449 0.056 -2.546
C -3.374 0.125 -3.557
C -4.678 0.606 -3.332
C -5.066 1.032 -2.091
C -4.142 0.961 -1.033
N -4.394 1.317 0.240
H -1.449 -0.308 -2.734
H -3.097 -0.204 -4.549
H -5.382 0.636 -4.152
H -6.058 1.410 -1.891
Br -1.697 -6.036 -2.597
C -1.172 -4.374 -1.883
C -1.994 -3.693 -1.001
C -1.557 -2.476 -0.516
N -0.404 -1.908 -0.879
C 0.385 -2.586 -1.713
C 0.051 -3.823 -2.232
H -2.949 -4.092 -0.696
H -2.147 -1.946 0.217
H 1.322 -2.124 -1.980
H 0.719 -4.343 -2.901
Cl 4.171 -1.341 3.668
C 3.785 -1.154 2.003
C 4.748 -1.291 1.015
C 4.351 -1.119 -0.299
C 3.030 -0.805 -0.572
N 2.103 -0.680 0.377
C 2.480 -0.861 1.645
H 5.769 -1.523 1.281
H 5.058 -1.227 -1.107
H 2.729 -0.623 -1.593
H 1.718 -0.779 2.403
F 1.815 1.563 -1.523
C 0.637 0.863 -1.700
F 0.861 0.156 -2.858
F -0.247 1.849 -2.082
C 4.216 3.175 1.538
C 3.084 3.015 2.561
C 1.780 2.861 1.863
N 1.323 1.785 1.354
N 0.139 1.921 0.709
C -0.321 3.146 0.707
N -1.467 3.526 0.119
S 0.714 4.229 1.571
H 5.176 3.213 2.048
H 4.086 4.100 0.978
H 4.218 2.347 0.830
H 3.043 3.896 3.202
H 3.250 2.137 3.186
H -1.876 2.899 -0.559
H -1.661 4.506 0.018

Record 2
# C10H38N6O8

A structure of composition C10H38N6O8 at a distorted geometry (ωB97M-V/def2-TZVPD, the OMol25 dataset).

For the LUMO energy, the calculation gives -0.13 eV. Its electronic energy is -36273.0017 eV. The total charge is 0. As for the HOMO energy: -5.92 eV. As for the strongest force on any atom: 18.709 eV/Å. The value obtained for the relative energy (zero: lowest compared OMol25 entry of this formula, charge and spin) is 3360.7 kJ/mol.

CARTESIAN COORDINATES (ANGSTROEM)
C -23.556 17.565 -19.111
O -24.247 17.922 -19.996
N -23.787 17.771 -17.857
N -22.392 16.931 -19.325
H -23.016 18.049 -17.268
H -24.661 18.278 -17.857
H -21.914 16.464 -18.567
H -22.011 16.742 -20.241
C -19.850 16.638 -18.240
O -19.114 15.687 -18.270
N -20.213 17.378 -17.236
N -20.530 16.998 -19.242
H -19.628 17.185 -16.436
H -20.798 18.180 -17.423
H -20.391 16.451 -20.080
H -20.893 17.939 -19.290
C -24.864 20.072 -18.620
C -24.785 20.979 -17.445
C -23.682 20.487 -16.407
O -23.333 19.009 -16.326
C -24.279 18.246 -15.712
N -24.752 22.320 -17.973
H -25.701 20.329 -19.269
H -24.920 19.025 -18.323
H -23.940 20.156 -19.192
H -25.716 20.779 -16.915
H -24.054 20.851 -15.449
H -22.680 20.906 -16.503
H -25.015 17.965 -16.466
H -24.686 18.826 -14.883
H -23.852 17.280 -15.445
H -25.539 22.436 -18.595
H -24.876 22.973 -17.213
C -27.419 18.393 -19.286
C -27.102 18.628 -20.719
C -25.528 18.674 -20.980
O -25.326 19.038 -22.370
C -23.847 19.176 -22.469
N -27.526 17.402 -21.363
H -27.155 17.376 -18.995
H -28.474 18.661 -19.231
H -26.867 19.103 -18.671
H -27.553 19.535 -21.120
H -24.934 17.815 -20.667
H -25.059 19.436 -20.359
H -23.171 18.442 -22.030
H -23.663 20.198 -22.141
H -23.414 19.251 -23.467
H -27.180 16.542 -20.963
H -27.202 17.486 -22.316
O -22.288 17.301 -16.173
H -21.650 17.628 -15.540
H -21.790 17.196 -16.984
O -21.875 18.874 -17.568
H -22.483 19.215 -16.911
H -21.452 19.652 -17.930
O -21.222 17.572 -21.446
H -21.785 16.872 -21.118
H -21.588 17.794 -22.302
O -22.348 16.016 -21.145
H -21.866 15.258 -20.816
H -23.208 15.669 -21.384

Record 3
# C26H25ClNO2

The ion C26H25ClNO2 with charge +1 at a distorted geometry (ωB97M-V/def2-TZVPD, the OMol25 dataset).

As for the SMILES: COc1ccc(/C=C/[C@@H](c2ccc(OC)cc2)[C@H]2C(C)=[NH+]c3ccc(Cl)cc32)cc1. For the LUMO energy, the calculation gives -4.41 eV. Its electronic energy is -45466.6861 eV. The total charge is +1. As for the HOMO energy: -10.27 eV. As for the strongest force on any atom: 4.237 eV/Å. The value obtained for the relative energy (zero: lowest compared OMol25 entry of this formula, charge and spin) is 135.0 kJ/mol.

CARTESIAN COORDINATES (ANGSTROEM)
C -4.431 -6.192 0.726
O -3.912 -5.644 1.950
C -2.905 -4.732 1.862
C -2.426 -4.182 3.076
C -1.446 -3.205 3.055
C -0.928 -2.685 1.840
C -0.004 -1.556 1.841
C 0.252 -0.781 0.758
C 1.136 0.408 0.707
C 1.923 0.528 -0.560
C 3.093 1.323 -0.602
C 3.725 1.614 -1.799
C 3.288 1.020 -3.023
O 3.903 1.418 -4.161
C 3.443 0.908 -5.438
C 2.252 0.054 -2.948
C 1.627 -0.214 -1.719
C 0.562 1.851 1.309
C 1.240 3.084 1.618
C 2.288 3.414 2.599
N 0.671 4.135 0.954
C -0.491 3.708 0.308
C -1.360 4.490 -0.455
C -2.537 3.892 -0.901
C -2.819 2.562 -0.530
Cl -4.242 1.818 -1.102
C -1.887 1.806 0.245
C -0.667 2.353 0.585
C -1.393 -3.271 0.644
C -2.363 -4.265 0.633
H -5.195 -6.894 1.050
H -4.879 -5.417 0.099
H -3.659 -6.719 0.160
H -2.828 -4.563 4.018
H -1.077 -2.790 3.992
H 0.477 -1.367 2.806
H -0.237 -1.077 -0.184
H 1.877 0.409 1.571
H 3.539 1.694 0.320
H 4.574 2.300 -1.837
H 4.050 1.432 -6.173
H 3.608 -0.170 -5.529
H 2.385 1.133 -5.608
H 1.978 -0.476 -3.876
H 0.942 -1.059 -1.750
H 0.325 1.211 2.227
H 2.478 2.577 3.294
H 3.234 3.644 2.063
H 2.052 4.319 3.212
H 1.009 5.099 0.991
H -1.099 5.525 -0.736
H -3.261 4.436 -1.515
H -2.174 0.764 0.559
H -0.986 -2.962 -0.327
H -2.726 -4.710 -0.299